[1]
DFT (ωB97M-V with the def2-TZVPD basis set) results for a single C4H7N molecule.

Last column: Mulliken charge in e.
Geometry (Å):
C (0.083508, 1.628554, -0.711698)  -1.0169
C (-0.007559, 0.139920, -0.429829)  0.8751
C (-0.739267, -0.620821, -1.240609)  -1.0464
C (0.287029, -1.126423, 1.621441)  -0.2846
N (0.439796, -0.132583, 0.880344)  -0.3311
H (-0.968691, 1.979897, -0.705739)  0.2721
H (0.657889, 1.824048, -1.697188)  0.2724
H (0.702656, 2.135376, 0.071083)  0.2954
H (-0.933360, -1.663169, -0.935114)  0.1709
H (-1.103793, -0.272099, -2.123981)  0.3635
H (0.978184, -1.176085, 2.534997)  0.2214
H (-0.153730, -2.027259, 1.257702)  0.2082

Cartesian forces, eV/Å:
1.4 0.4 -0.9
-1.4 1.0 0.4
1.5 -2.3 3.1
2.1 -0.4 0.3
1.0 1.1 0.2
0.9 0.4 -0.3
-1.4 -0.2 1.3
-0.8 -0.4 -0.6
0.0 0.5 -0.4
-0.9 0.9 -2.4
-1.6 0.1 -0.9
-0.9 -0.9 0.1

2S+1: 1
SMILES: C=NC(=C)C
HOMO level: -9.12 eV
Kohn-Sham gap: 9.55 eV
ΔE to the lowest compared entry with this formula, charge and spin: 200.29 kJ/mol
energy: -211.2844 hartree
lowest unoccupied orbital energy: 0.44 eV


[2]
DFT (ωB97M-V with the def2-TZVPD basis set) results for 2 unconnected molecules or ions with the total composition C5H11NO.

Last column: Mulliken charge in e.
Geometry (Å):
C (-0.794130, 0.053291, -2.208142)  -0.8717
N (0.204476, -0.608633, -1.351305)  -0.2759
C (0.622196, 0.127588, -0.240128)  0.4647
C (0.694092, 1.426526, 0.023485)  -0.9036
C (2.078302, -1.362017, 1.261926)  -0.7697
C (0.951006, -0.785464, 0.894472)  -0.2017
H (-0.332368, 0.787901, -2.875808)  0.2710
H (-1.276264, -0.637442, -2.894919)  0.3533
H (-1.497886, 0.606923, -1.580589)  0.2707
H (-0.169076, -1.501766, -1.055675)  0.3147
H (0.325270, 2.225841, -0.620030)  0.2704
H (1.201060, 1.902599, 0.851623)  0.3113
H (3.081111, -1.325298, 0.853685)  0.2922
H (2.108864, -1.990027, 2.145554)  0.2580
H (0.099928, -0.997521, 1.541978)  0.2094
H (-2.051519, 0.775052, 2.429716)  0.3161
H (-2.490215, 0.385384, 1.028602)  0.3276
O (-2.754846, 0.917064, 1.795563)  -0.6368

Cartesian forces, eV/Å:
0.6 0.6 -0.2
-1.2 0.8 -0.4
0.8 -1.1 1.3
-0.3 1.7 -1.2
0.8 -0.6 0.6
0.0 -0.1 0.3
0.2 0.0 0.3
-0.1 -0.3 0.4
-0.3 -0.1 -0.2
0.3 -0.1 0.0
0.0 -0.5 -0.5
-0.1 -0.8 0.5
-0.3 0.5 -0.7
-0.4 0.0 0.1
-0.1 0.0 -0.1
0.2 0.0 0.2
-0.1 0.3 0.3
-0.1 -0.3 -0.5

2S+1: 1
SMILES: C=CC(=C)NC.O
HOMO level: -8.64 eV
Kohn-Sham gap: 9.37 eV
ΔE to the lowest compared entry with this formula, charge and spin: 254.25 kJ/mol
energy: -327.0345 hartree
lowest unoccupied orbital energy: 0.72 eV